{"formula": "C7H16ClN2", "method": "wB97M-V/def2-TZVPD", "de_lowest_kcal_mol": 56.80, "charge": 1, "symbols": ["C", "C", "C", "C", "C", "C", "C", "N", "N", "Cl", "H", "H", "H", "H", "H", "H", "H", "H", "H", "H", "H", "H", "H", "H", "H", "H"], "positions_angstrom": [[3.1149, -0.3188, 0.2469], [1.2388, 2.7735, -0.2234], [-0.8807, -1.7312, 0.9262], [-3.0615, -1.6117, -0.5721], [-1.6832, 0.3251, -0.1968], [0.0068, 2.0052, -0.6427], [-1.5468, -1.2253, -0.3321], [4.3630, -0.3359, 0.7177], [-0.3367, 0.9159, -0.0722], [2.9063, -1.4015, -1.1320], [2.2100, 2.3837, -0.4261], [1.2181, 3.8152, -0.5638], [1.1874, 2.8061, 0.9338], [-1.2302, -2.8090, 1.0406], [-1.2506, -1.0060, 1.7512], [0.2449, -1.8060, 0.8585], [-3.4882, -1.3775, -1.6051], [-3.2841, -2.6932, -0.3427], [-3.6825, -0.9869, 0.0551], [-2.1697, 0.7652, -0.9803], [-2.2196, 0.5040, 0.7063], [-0.6528, 2.6822, -1.1552], [-1.0705, -1.4946, -1.2625], [5.2496, -0.8472, 0.5109], [4.4450, 0.4033, 1.4516], [0.3724, 0.2650, 0.3083]], "forces_ev_per_angstrom": [[1.36, -0.45, -0.17], [-0.44, 0.34, 1.93], [-0.47, -0.95, 0.60], [-0.21, -0.93, -0.34], [2.36, -2.26, 0.78], [1.70, 1.52, 1.95], [-2.23, 1.52, -1.08], [-0.83, 1.37, 0.86], [-0.36, -0.40, -1.34], [0.21, 0.06, 0.38], [0.53, -0.72, -0.41], [-0.23, -0.41, -0.13], [0.06, -0.01, -1.75], [0.45, 1.43, 0.53], [0.89, -1.82, -0.71], [-1.13, 0.42, 0.17], [1.18, -0.42, 1.06], [0.29, 1.14, -0.26], [-0.30, -0.12, 0.60], [-1.21, 1.17, -2.13], [-0.33, 0.33, 0.79], [-1.04, -0.71, -0.43], [0.73, 0.01, -0.12], [-1.31, 0.24, -0.34], [0.31, -1.19, -0.72], [0.03, 0.84, 0.28]], "mulliken_charge": [-0.06, -0.98, -0.94, -1.32, -1.42, 0.28, 0.53, -0.31, 0.21, -0.16, 0.27, 0.34, 0.30, 0.37, 0.29, 0.25, 0.34, 0.33, 0.36, 0.60, 0.40, 0.35, 0.26, 0.24, 0.26, 0.20]}